(1)
# C3H8ClNO2P

C3H8ClNO2P as an isolated structure (the ωB97M-V functional and the def2-TZVPD basis, the OMol25 dataset).

## Properties
- Calculated total energy: -1125.8405 a.u.
- HOMO: -3.826 eV
- Energy relative to the best compared isomer or geometry (same formula, charge and spin): 124.8 kcal per mole
- Net charge: -1
- HOMO-LUMO gap: 0.2685 Eh
- M: 156.5 g/mol
- E_LUMO: 3.5 eV

Last column: natural (NBO) charge in e.
Atoms and positions in Å:
C: -1.078 -0.506 -1.692  -0.40
C: -1.300 -0.141 0.782  -0.47
C: 1.790 -0.099 0.964  -0.80
N: -0.425 -0.340 -0.392  -0.78
O: 1.617 1.239 -1.452  -1.10
O: 0.141 2.404 1.171  -1.09
P: 0.907 0.863 -0.248  2.06
Cl: 3.232 -1.002 0.402  -0.10
H: -0.300 -0.321 -2.459  0.22
H: -1.474 -1.595 -1.750  0.17
H: -1.925 0.161 -1.847  0.17
H: -2.366 -0.154 0.555  0.19
H: -1.221 -0.947 1.681  0.13
H: -0.793 0.675 1.294  0.30
H: 2.178 0.582 1.733  0.26
H: 1.018 -0.818 1.257  0.25

=====

(2)
# C3H8ClNO3

One molecule with the formula C3H8ClNO3 (the ωB97M-V functional and the def2-TZVPD basis, the OMol25 dataset).

## Properties
- Calculated total energy: -859.6824 a.u.
- HOMO: -8.587 eV
- Energy relative to the best compared isomer or geometry (same formula, charge and spin): 44.0 kcal per mole
- HOMO-LUMO gap: 0.3360 Eh
- M: 141.6 g/mol
- E_LUMO: 0.6 eV

Last column: natural (NBO) charge in e.
Atoms and positions in Å:
C: -1.000 0.682 0.447  -0.19
C: 0.041 -0.326 0.002  0.79
C: -2.283 0.027 0.904  -0.08
H: 2.622 -0.774 -0.696  0.28
H: -1.643 2.384 -0.490  0.37
H: -0.457 1.540 -1.333  0.39
H: -0.473 1.286 1.241  0.21
H: -3.004 0.691 1.264  0.18
H: -2.105 -0.744 1.640  0.20
H: -2.816 0.030 -0.977  0.50
H: -1.216 -1.596 -0.548  0.51
N: -1.302 1.487 -0.727  -0.86
O: 1.128 0.057 -0.081  -0.62
O: -2.799 -0.653 -0.250  -0.75
O: -0.249 -1.574 -0.368  -0.68
Cl: 3.119 0.108 0.145  -0.25